Entry 1:
Here is C30H22O7PS6V as an isolated structure from the OMol25 dataset. Energies are from ωB97M-V/def2-TZVPD.

## Properties
Frontier orbital gap (alpha / beta) in eV: 6.78 / 6.26
Electronic energy in a.u.: -5357.73772
⟨S²⟩: 0.7582

Geometry as ORCA input:
```
! wB97M-V def2-TZVPD RIJCOSX def2/J DEFGRID3
* xyz -1 2
V 0.6123 -0.2290 0.5309
O 1.5240 -1.8335 1.5355
S 0.6765 -2.8534 0.8426
O 0.3863 -4.0369 1.5879
O -0.4902 -2.0903 0.3556
C 1.6424 -3.3450 -0.5817
C 1.7842 -4.7122 -0.7785
C 2.5250 -5.1883 -1.8476
C 3.1358 -4.2945 -2.7138
C 3.0013 -2.9302 -2.5047
C 2.2477 -2.4264 -1.4475
P 2.1155 -0.5997 -1.1911
C 3.8995 -0.1819 -1.1695
C 4.6396 0.2333 -2.2724
C 5.9945 0.5130 -2.1397
C 6.6173 0.3800 -0.9064
C 5.8838 -0.0305 0.1997
C 4.5308 -0.3049 0.0688
C 1.5339 0.0478 -2.7872
C 0.9381 -0.7287 -3.7725
C 0.4296 -0.1330 -4.9197
C 0.5054 1.2404 -5.0856
C 1.0806 2.0250 -4.0936
C 1.5844 1.4331 -2.9472
H 1.3124 -5.3897 -0.0804
H 2.6300 -6.2557 -1.9945
H 3.7250 -4.6557 -3.5476
H 3.4955 -2.2363 -3.1749
H 4.1579 0.3499 -3.2362
H 6.5626 0.8396 -3.0030
H 7.6720 0.6053 -0.8043
H 6.3581 -0.1223 1.1693
H 3.9524 -0.6102 0.9356
H 0.8387 -1.7976 -3.6393
H -0.0460 -0.7470 -5.6741
H 0.1016 1.7039 -5.9777
H 1.1209 3.1016 -4.2040
H 2.0048 2.0511 -2.1614
O -1.9334 -0.2281 -2.0164
C -1.8082 0.4838 -1.0376
O -0.6711 0.8300 -0.4996
C -3.0370 1.0458 -0.3610
C -2.9763 1.5390 0.9321
C -4.1163 2.0294 1.5788
C -5.2842 2.0173 0.8623
O -6.5288 2.4418 1.2600
C -7.3848 2.2573 0.1351
O -6.6354 1.6376 -0.9016
C -5.3438 1.5355 -0.4304
C -4.2447 1.0364 -1.0713
H -2.0228 1.5460 1.4392
H -4.0844 2.4017 2.5940
H -7.7456 3.2305 -0.2068
H -8.2167 1.6108 0.4181
H -4.2780 0.6287 -2.0726
C -1.0041 2.3665 3.9349
S -0.5549 0.6147 3.9423
C 1.1890 0.7420 4.0797
C 2.0196 1.1914 3.1121
S 1.6134 1.8238 1.5470
S 3.7170 1.1079 3.5335
C 3.5696 0.4529 5.1249
S 4.8551 0.1017 6.0985
S 1.9288 0.1829 5.5638
H -2.0930 2.4136 3.9438
H -0.6183 2.8459 3.0366
H -0.6173 2.8587 4.8250
*
```

Entry 2:
Here is a 10-piece molecular cluster, C40H50F30O20 overall at a distorted geometry from the OMol25 dataset. Energies are from ωB97M-V/def2-TZVPD.

## Properties
Frontier orbital gap in eV: 11.22
SMILES string: CCOC(=O)C(F)(F)F.CCOC(=O)C(F)(F)F.CCOC(=O)C(F)(F)F.CCOC(=O)C(F)(F)F.CCOC(=O)C(F)(F)F.CCOC(=O)C(F)(F)F.CCOC(=O)C(F)(F)F.CCOC(=O)C(F)(F)F.CCOC(=O)C(F)(F)F.CCOC(=O)C(F)(F)F
Electronic energy in a.u.: -6054.88561

Geometry as ORCA input:
```
! wB97M-V def2-TZVPD RIJCOSX def2/J DEFGRID3
* xyz 0 1
C 6.8760 5.0816 -5.3909
C 7.3120 3.7775 -4.7439
O 6.2952 2.7910 -4.8289
C 5.6480 2.2097 -3.7018
O 5.8094 2.5401 -2.5268
C 4.6883 1.0388 -4.0823
F 3.4599 1.3844 -3.6436
F 4.6716 0.7932 -5.4427
F 4.9823 -0.0987 -3.4851
H 7.5692 5.8996 -5.1952
H 5.9533 5.4877 -4.9765
H 6.8842 4.9933 -6.4773
H 7.5789 3.8580 -3.6902
H 8.1275 3.4800 -5.4031
C -2.3430 -2.3367 4.0039
C -3.7554 -2.6704 3.5140
O -3.9852 -4.0718 3.4028
C -5.1440 -4.4720 2.8030
O -5.9528 -3.6779 2.2933
C -5.4203 -5.9280 2.8786
F -6.6056 -6.2055 2.2634
F -4.4151 -6.6316 2.2926
F -5.6450 -6.1787 4.1665
H -2.2370 -2.2028 5.0805
H -2.1791 -1.4017 3.4682
H -1.7029 -3.2102 3.8798
H -3.9000 -2.2149 2.5344
H -4.3578 -2.2206 4.3033
C -0.0122 -5.0311 7.3283
C -0.9323 -5.8416 6.4781
O -0.6843 -5.6132 5.0923
C 0.1632 -6.3727 4.2752
O 1.0537 -7.1847 4.6605
C -0.0027 -5.9871 2.7930
F -1.0948 -6.5760 2.2545
F -0.0319 -4.6881 2.6048
F 0.9700 -6.5574 2.1566
H -0.1883 -3.9563 7.2846
H 1.0435 -5.2251 7.1387
H -0.2976 -5.4109 8.3094
H -1.9435 -5.6707 6.8473
H -0.8467 -6.9199 6.6124
C 1.5299 -1.5304 4.7236
C 1.8407 -1.3433 6.2482
O 2.9833 -2.0831 6.4223
C 3.2295 -2.7743 7.4742
O 2.5221 -2.7312 8.4712
C 4.5659 -3.5395 7.4713
F 4.9711 -3.8155 6.2371
F 5.4663 -2.9025 8.2060
F 4.3350 -4.7363 8.0326
H 0.5270 -1.1142 4.6278
H 1.4140 -2.5582 4.3796
H 2.1176 -0.8673 4.0887
H 1.1283 -1.7901 6.9417
H 1.9952 -0.3060 6.5453
C 0.7946 2.4333 -6.8532
C 1.9115 3.1782 -6.0269
O 1.3171 4.0750 -5.1207
C 1.9656 5.1903 -4.6630
O 3.1762 5.4172 -4.7335
C 0.9691 6.0922 -3.8537
F 1.4081 7.3489 -3.9342
F -0.2514 6.0293 -4.3427
F 0.9449 5.7031 -2.5831
H 1.2628 1.7951 -7.6026
H 0.3809 3.1423 -7.5703
H -0.0286 1.9628 -6.3155
H 2.4817 3.8515 -6.6668
H 2.4898 2.5201 -5.3784
C -3.3407 3.4940 -5.1627
C -3.3752 4.2589 -6.4838
O -4.4098 5.2883 -6.4544
C -4.2890 6.4856 -5.8455
O -3.1726 6.9183 -5.5101
C -5.5486 7.2353 -5.5801
F -6.4580 7.1289 -6.6567
F -6.1976 6.7250 -4.5082
F -5.3386 8.5166 -5.2065
H -4.2322 3.7439 -4.5876
H -2.5871 3.7645 -4.4232
H -3.2713 2.4279 -5.3785
H -3.5403 3.7580 -7.4377
H -2.3723 4.6295 -6.6955
C 0.4180 -5.2830 -3.5174
C -0.0072 -4.3011 -4.6309
O 0.9438 -3.1920 -4.7053
C 2.0836 -3.3992 -5.6361
O 2.1881 -4.3592 -6.3649
C 3.0993 -2.3221 -5.6607
F 4.2716 -2.8654 -5.5019
F 3.0554 -1.6047 -6.7480
F 2.8699 -1.5040 -4.6066
H -0.2387 -6.1499 -3.4442
H 0.5792 -4.8968 -2.5109
H 1.3618 -5.7217 -3.8414
H -1.0407 -4.0146 -4.4365
H 0.0106 -4.9896 -5.4757
C 0.0922 1.8691 -2.3244
C 0.4117 0.3687 -2.3310
O -0.0162 -0.2888 -1.2082
C 0.8620 -0.4553 -0.1642
O 2.0412 -0.0656 -0.0914
C 0.2013 -1.2792 0.9823
F 0.4651 -0.6135 2.0939
F -1.1550 -1.3746 0.6910
F 0.7992 -2.4755 1.0763
H -0.9246 2.0032 -2.6936
H 0.8071 2.4936 -2.8600
H 0.0423 2.3245 -1.3353
H 1.4466 0.0735 -2.5042
H -0.0874 -0.1286 -3.1627
C -0.9002 0.2528 7.5914
C -1.3270 1.2465 6.5485
O -0.2666 1.5619 5.6755
C 0.9166 2.1961 6.0223
O 1.3048 2.4285 7.1939
C 1.7350 2.4360 4.7647
F 2.9553 1.9450 4.9828
F 1.2285 1.7448 3.6858
F 1.9346 3.7653 4.4497
H -1.7105 0.2718 8.3202
H -0.0315 0.4145 8.2295
H -0.9144 -0.7942 7.2885
H -1.8975 2.0462 7.0207
H -2.0827 0.7606 5.9312
C -4.2171 -0.0694 -1.2481
C -4.7125 1.2756 -0.5643
O -3.9262 1.6186 0.6110
C -3.0315 2.5664 0.5715
O -2.6607 3.1641 -0.4665
C -2.2969 2.8382 1.8976
F -1.0367 2.4472 1.6290
F -2.2904 4.1767 2.1400
F -2.8503 2.1106 2.9532
H -3.4358 0.0361 -2.0008
H -5.0629 -0.5007 -1.7836
H -4.0777 -0.8544 -0.5048
H -5.7240 1.2035 -0.1647
H -4.9256 2.0623 -1.2880
*
```

Entry 3:
Here is C34H34N6SbSr as an isolated structure at a distorted geometry from the OMol25 dataset. Energies are from ωB97M-V/def2-TZVPD.

## Properties
Frontier orbital gap in eV: 5.68
Electronic energy in a.u.: -1915.29537

Geometry as ORCA input:
```
! wB97M-V def2-TZVPD RIJCOSX def2/J DEFGRID3
* xyz 1 1
Sr 0.3541 -1.6916 0.9279
C 2.7332 0.3292 -2.7719
C 1.3083 -0.1151 -2.6262
C 0.5813 -0.5564 -3.7255
C -0.7462 -0.9208 -3.5760
C -1.3244 -0.8062 -2.3243
C -0.5336 -0.3426 -1.2794
N 0.7602 -0.0279 -1.4030
Sb -1.8313 0.4958 0.3301
C -0.5301 0.3233 2.2496
C -1.1569 -0.4234 3.2561
C -0.4300 -0.7885 4.3747
C 0.9007 -0.3987 4.4669
C 1.4663 0.3516 3.4439
C 2.8889 0.8146 3.5564
N 0.7623 0.6725 2.3349
C -2.3583 -1.8893 0.6793
C -3.6542 -2.1584 1.1056
C -4.1998 -3.4249 0.9759
C -3.4415 -4.4301 0.4029
C -2.1518 -4.1388 -0.0117
C -1.2672 -5.1975 -0.6090
N -1.6379 -2.9042 0.1046
H 2.9659 0.5560 -3.8105
H 3.4174 -0.4516 -2.4306
H 2.8993 1.2227 -2.1713
H 1.0553 -0.5904 -4.6974
H -1.3225 -1.2628 -4.4258
H -2.3661 -1.0550 -2.1621
H -2.2006 -0.6946 3.1601
H -0.8854 -1.3534 5.1785
H 1.4888 -0.6475 5.3400
H 3.2238 0.7794 4.5908
H 2.9801 1.8365 3.1892
H 3.5469 0.1799 2.9633
H -4.2517 -1.3520 1.5190
H -5.2118 -3.6223 1.3065
H -3.8394 -5.4270 0.2691
H -1.8319 -5.8582 -1.2656
H -0.8271 -5.8210 0.1727
H -0.4641 -4.7409 -1.1865
C 0.6448 5.4694 0.1135
C 0.9642 4.1308 0.2711
C 0.0483 3.1408 -0.0525
C -1.2243 3.4524 -0.5493
C -1.5266 4.8126 -0.7166
C -0.6099 5.7958 -0.3877
N -2.1059 2.4269 -0.9299
C -3.4852 2.6232 -0.7224
C -4.3481 1.8429 -1.4965
C -5.7169 1.8301 -1.2602
C -6.2540 2.5960 -0.2390
C -5.4031 3.3617 0.5512
C -4.0373 3.3705 0.3246
H 1.3548 6.2434 0.3712
H 1.9376 3.8480 0.6579
H 0.3545 2.1020 0.0575
H -2.4902 5.0903 -1.1227
H -0.8776 6.8349 -0.5335
H -3.9210 1.2642 -2.3078
H -6.3627 1.2288 -1.8877
H -7.3205 2.6009 -0.0579
H -5.8085 3.9540 1.3621
H -3.3912 3.9664 0.9570
C 5.4560 1.4104 -0.2376
N 4.6286 0.2363 -0.0075
C 4.9666 -1.0669 -0.2768
C 3.8680 -1.8073 0.0397
N 2.8676 -0.9780 0.5015
C 3.3659 0.2368 0.4523
H 6.4907 1.1770 -0.0001
H 5.1200 2.2162 0.4103
H 5.3855 1.7304 -1.2763
H 5.9353 -1.3398 -0.6571
H 3.7482 -2.8756 -0.0381
H 2.8381 1.1355 0.7293
*
```

Entry 4:
Here is C3H4O3Tl as an isolated structure at a distorted geometry from the OMol25 dataset. Energies are from ωB97M-V/def2-TZVPD.

## Properties
Frontier orbital gap in eV: 5.36
Electronic energy in a.u.: -514.82386

Geometry as ORCA input:
```
! wB97M-V def2-TZVPD RIJCOSX def2/J DEFGRID3
* xyz -1 1
C -0.9718 0.2801 -0.7610
O 1.4360 -0.3435 -1.6067
C 1.4482 0.4516 -0.6549
C -1.2453 -1.0442 -0.6563
O 0.1642 0.8439 -0.2263
O 2.2368 0.5317 0.3074
H -1.0714 0.7257 -1.7570
H -1.2140 -1.5663 0.3026
H -1.8781 -1.4960 -1.4201
H 0.1078 0.7213 4.1708
Tl 0.9875 0.8957 2.3016
*
```

Entry 5:
Here is a 2-piece molecular cluster, C2H7N5 overall at a distorted geometry from the OMol25 dataset. Energies are from ωB97M-V/def2-TZVPD.

## Properties
Frontier orbital gap in eV: 10.03
Electronic energy in a.u.: -353.39198

Geometry as ORCA input:
```
! wB97M-V def2-TZVPD RIJCOSX def2/J DEFGRID3
* xyz 2 1
C 1.0309 -2.1215 1.0214
C 0.5157 0.0300 2.1286
N 1.8856 -2.9535 1.5777
N 2.4431 -3.0275 2.6444
N 3.1118 -3.1767 3.5130
N 0.8906 -0.8620 1.3167
N -0.3412 0.7695 -1.4328
H 0.5854 -2.4349 0.1011
H 1.0475 1.0293 1.9764
H -0.8690 1.2610 -0.6346
H -0.2598 -0.0737 2.8842
H -0.1975 1.5568 -2.1177
H -0.8483 -0.1499 -1.6611
H 0.5921 0.2545 -1.1552
*
```

Entry 6:
Here is C36H39LaN4OP2S2 as an isolated structure from the OMol25 dataset. Energies are from ωB97M-V/def2-TZVPD.

## Properties
Frontier orbital gap in eV: 7.02
Electronic energy in a.u.: -3199.79235

Geometry as ORCA input:
```
! wB97M-V def2-TZVPD RIJCOSX def2/J DEFGRID3
* xyz 2 1
La -1.0113 -0.9614 0.3723
C 1.9236 -0.7086 5.6917
S 2.2573 -1.6834 4.2156
C 0.7873 -1.5450 3.3169
S 0.8122 -2.4547 1.8158
N -0.1802 -0.8147 3.7863
N -1.2027 -0.6086 2.8793
C -2.2947 -0.1780 3.4008
C -3.4183 0.2280 2.5538
C -4.6228 0.6123 3.1242
C -5.6507 1.0386 2.2924
C -5.4407 1.0663 0.9246
C -4.2120 0.6515 0.4338
N -3.2163 0.2351 1.2174
H 2.6240 -1.0617 6.4455
H 0.9067 -0.8719 6.0360
H 2.0848 0.3499 5.5011
H -2.3783 -0.0979 4.4811
H -4.7470 0.5833 4.1973
H -6.5975 1.3485 2.7118
H -6.2085 1.4005 0.2423
H -4.0227 0.6576 -0.6349
N 1.4611 1.1727 -1.2938
P 1.2911 -0.4605 -1.7052
C 1.3419 -0.5233 -3.5057
C 0.1419 -0.3957 -4.2060
C 0.1370 -0.3383 -5.5890
C 1.3385 -0.4089 -6.2829
C 2.5369 -0.5322 -5.5945
C 2.5419 -0.5895 -4.2104
C 2.7777 -1.2953 -1.1241
C 3.5836 -0.7398 -0.1368
C 4.6322 -1.4744 0.3970
C 4.8706 -2.7659 -0.0436
C 4.0639 -3.3286 -1.0248
C 3.0192 -2.5988 -1.5646
P 0.2071 1.8715 -0.3886
C -0.2710 3.3702 -1.2653
C 0.6759 4.2105 -1.8523
C 0.2742 5.3703 -2.4902
C -1.0737 5.7072 -2.5343
C -2.0185 4.8834 -1.9441
C -1.6176 3.7151 -1.3128
C 0.9834 2.3759 1.1705
C 2.3434 2.6734 1.2792
C 2.8785 3.0458 2.4992
C 2.0609 3.1296 3.6207
C 0.7100 2.8407 3.5211
C 0.1748 2.4637 2.2984
H 2.1430 1.7411 -1.7850
H -0.8003 -0.3312 -3.6697
H -0.7966 -0.2399 -6.1254
H 1.3409 -0.3687 -7.3634
H 3.4704 -0.5846 -6.1376
H 3.4813 -0.6972 -3.6821
H 3.3868 0.2599 0.2302
H 5.2608 -1.0371 1.1604
H 5.6871 -3.3377 0.3750
H 4.2564 -4.3342 -1.3720
H 2.4077 -3.0417 -2.3435
H 1.7343 3.9790 -1.8083
H 1.0100 6.0175 -2.9469
H -1.3847 6.6164 -3.0299
H -3.0662 5.1484 -1.9773
H -2.3613 3.0713 -0.8553
H 2.9880 2.6070 0.4112
H 3.9315 3.2779 2.5803
H 2.4831 3.4279 4.5706
H 0.0744 2.9076 4.3934
H -0.8890 2.2544 2.2264
C -2.9390 -3.4391 1.9173
C -2.2461 -4.2272 0.8362
O -1.8323 -3.3308 -0.2304
C -1.4041 -4.0861 -1.3893
C -1.2577 -3.1514 -2.5623
H -3.4117 -4.1164 2.6277
H -3.7288 -2.8100 1.4983
H -2.2269 -2.8418 2.4891
H -2.9198 -4.9636 0.3939
H -1.3570 -4.7372 1.2140
H -2.1570 -4.8515 -1.5864
H -0.4636 -4.5870 -1.1432
H -2.1461 -2.5226 -2.6704
H -1.1537 -3.7150 -3.4884
H -0.3710 -2.5211 -2.4797
*
```

Here are the calculated energy relative to the best compared isomer or geometry (same formula, charge and spin) numbers, same order: 48.9 768.0 299.2 308.3 0.0 0.0 (kJ/mol).